# 1
Computed, not measured: 6 unconnected molecules or ions with the total composition C37H81I2NO7, with wB97M-V/def2-TZVPD.

XYZ file:
```
128
Properties=species:S:1:pos:R:3:forces:R:3
C 5.7351 -1.7972 0.1554 -0.14 -0.54 -0.22
C 4.7094 -2.1887 -1.0439 -0.25 0.42 0.61
C 4.1128 -0.8504 -1.7389 0.48 -0.82 0.04
C 4.9861 -0.4960 -3.0709 0.36 0.73 1.25
C 5.6782 0.9343 -2.7814 -1.01 0.02 -1.34
C 6.0961 1.7410 -4.1101 1.15 0.43 0.98
C 6.2140 3.3307 -3.7622 -0.64 -0.70 0.07
C 6.8283 3.5729 -2.2975 1.01 0.27 -0.47
C 7.3276 5.0909 -2.0461 0.59 -0.46 0.56
C 6.3566 5.9578 -1.1029 0.22 0.40 -0.80
C 4.7904 5.6778 -1.3134 -0.22 0.39 0.91
C 4.1395 4.7590 -0.1409 -0.97 0.45 0.17
C 3.4969 3.3978 -0.6871 1.72 0.09 0.01
O 2.2149 3.0532 -0.0872 -1.10 -0.35 -2.50
C 1.3942 2.4331 -1.0932 0.57 -3.03 0.60
O 1.4353 1.2026 -1.3010 -0.24 4.67 0.88
N 0.4815 3.3659 -1.8018 -0.25 -1.84 -0.07
C -0.8241 2.7304 -2.0944 -1.55 -0.07 2.27
I -1.1304 2.1632 -4.1950 0.22 0.39 1.40
C -1.8353 2.5095 -1.1235 1.41 0.18 -2.77
C -3.2675 1.8769 -1.4076 0.41 0.51 1.25
I -1.4680 3.0933 0.9670 -0.15 -0.42 -1.70
H 6.0698 -0.7037 0.1131 -0.39 -1.55 -0.13
H 6.6435 -2.4867 0.0480 -1.13 1.12 0.48
H 5.2585 -1.9568 1.1898 0.71 0.17 -1.59
H 3.8607 -2.8324 -0.5989 1.39 0.93 -0.80
H 5.2866 -2.8214 -1.8134 -1.07 0.95 1.11
H 2.9932 -0.9442 -1.9668 1.70 0.02 0.17
H 4.1953 -0.0075 -0.9541 -0.12 -1.22 -1.36
H 5.8529 -1.2462 -3.2074 -1.60 0.94 0.08
H 4.3193 -0.4899 -3.9984 1.02 0.11 1.22
H 4.8970 1.5765 -2.2445 1.20 -0.95 -0.62
H 6.5917 0.7780 -2.1176 -1.33 0.30 -0.75
H 5.4249 1.5382 -5.0075 0.67 0.33 1.32
H 7.1485 1.3973 -4.3908 -1.32 0.37 0.15
H 6.8220 3.8532 -4.5934 -0.86 -0.68 1.49
H 5.1533 3.7596 -3.7759 1.36 -0.43 -0.13
H 6.1238 3.2899 -1.4484 0.76 0.29 -1.32
H 7.7399 2.8690 -2.1957 -1.35 1.12 -0.14
H 7.5725 5.6270 -3.0383 -0.62 -0.85 1.49
H 8.3315 5.0032 -1.4811 -1.45 0.28 -0.96
H 6.6592 5.8041 -0.0069 -0.59 0.15 -1.55
H 6.5670 7.0668 -1.3510 -0.34 -1.69 0.51
H 4.2457 6.6904 -1.2659 0.81 -1.57 -0.23
H 4.5485 5.2217 -2.3302 0.52 0.66 1.30
H 4.8772 4.5571 0.7191 -1.00 0.19 -1.46
H 3.2855 5.3707 0.3303 1.18 -1.01 -0.68
H 4.2268 2.5527 -0.4258 -1.11 0.99 -0.66
H 3.3830 3.4770 -1.8213 0.22 -0.16 1.41
H 0.9622 3.6052 -2.6908 -0.55 0.07 0.78
H -4.0387 2.6281 -0.9876 1.11 -1.25 -0.81
H -3.4812 1.6341 -2.4959 0.52 0.49 1.41
H -3.3605 0.9303 -0.7787 0.04 1.18 -0.86
C 1.2925 6.2953 -4.5860 0.06 0.05 -0.21
C 1.3755 7.5556 -3.7412 0.01 -0.15 0.11
O 2.7082 7.9615 -3.4633 0.06 -0.01 0.14
C 3.5105 8.3002 -4.5861 0.02 0.12 0.05
C 2.9749 9.4814 -5.3767 -0.25 -0.05 -0.08
H 1.9060 5.4995 -4.1540 -0.04 0.05 0.05
H 0.2583 5.9484 -4.6538 0.06 0.02 0.02
H 1.6538 6.4720 -5.6019 -0.07 -0.06 0.01
H 0.9067 7.3587 -2.7727 0.21 0.11 0.00
H 0.8121 8.3748 -4.1984 -0.01 -0.02 -0.10
H 3.6553 7.4261 -5.2297 -0.04 0.01 -0.07
H 4.4954 8.5617 -4.1896 -0.14 -0.11 0.15
H 2.0392 9.2306 -5.8826 0.07 0.03 -0.05
H 3.6949 9.7882 -6.1385 -0.03 -0.02 0.06
H 2.7732 10.3287 -4.7168 0.10 -0.06 -0.02
C 1.7857 -7.0226 1.2520 0.17 -0.17 0.01
C 1.8721 -6.2162 -0.0332 -0.03 0.07 0.14
O 3.1373 -5.6017 -0.2300 0.00 0.15 0.00
C 4.2511 -6.4751 -0.3509 0.02 0.06 -0.12
C 4.1604 -7.4072 -1.5467 -0.22 -0.14 0.01
H 2.1127 -6.4240 2.1062 -0.09 0.02 -0.07
H 0.7595 -7.3562 1.4251 0.06 0.04 -0.02
H 2.4235 -7.9088 1.2099 -0.09 -0.01 0.02
H 1.1409 -5.4040 0.0143 0.22 0.06 -0.08
H 1.6031 -6.8265 -0.9010 0.01 -0.09 0.01
H 4.3994 -7.0358 0.5779 -0.02 -0.08 -0.02
H 5.1291 -5.8348 -0.4719 -0.20 0.12 0.07
H 3.3593 -8.1399 -1.4207 0.08 -0.03 -0.02
H 5.0968 -7.9544 -1.6754 -0.04 0.05 0.01
H 3.9491 -6.8451 -2.4597 0.09 0.02 0.07
C -7.3464 -0.1756 2.9992 0.12 0.11 0.18
C -6.3345 -0.6491 1.9694 -0.13 0.00 -0.02
O -5.4944 0.3886 1.4839 0.00 0.05 -0.18
C -4.6665 1.0286 2.4458 0.11 -0.03 -0.05
C -3.6709 0.0896 3.1033 -0.15 -0.21 0.14
H -7.9012 0.6896 2.6272 0.00 -0.11 -0.04
H -8.0534 -0.9749 3.2354 0.04 0.05 -0.03
H -6.8571 0.1245 3.9290 -0.07 -0.07 0.01
H -6.8751 -1.0376 1.1012 0.18 0.15 -0.05
H -5.7342 -1.4779 2.3582 0.02 0.00 0.09
H -5.2777 1.5448 3.1936 0.00 -0.05 0.07
H -4.1138 1.8022 1.9071 -0.20 -0.09 -0.11
H -4.1747 -0.6400 3.7425 0.08 0.02 0.02
H -2.9696 0.6514 3.7248 -0.03 0.00 -0.06
H -3.1094 -0.4685 2.3496 0.00 0.10 0.01
C -1.3998 -4.2248 2.5484 -0.06 -0.23 -0.05
C -2.1723 -3.7403 3.7643 0.05 0.09 -0.14
O -3.5824 -3.8343 3.6108 -0.11 0.14 0.01
C -4.1105 -5.1396 3.4219 -0.05 0.03 0.11
C -3.8548 -6.0699 4.5950 0.25 -0.02 0.05
H -1.7686 -3.7429 1.6393 0.05 0.05 0.10
H -0.3353 -4.0040 2.6596 -0.08 0.00 0.00
H -1.5058 -5.3041 2.4132 0.08 0.02 0.01
H -1.9498 -2.6806 3.9191 -0.24 -0.07 0.02
H -1.8496 -4.2617 4.6709 0.03 -0.08 -0.02
H -3.7387 -5.5704 2.4865 0.05 -0.06 0.02
H -5.1905 -5.0173 3.3012 0.12 0.20 -0.02
H -2.7925 -6.3085 4.6897 -0.06 -0.07 -0.01
H -4.3977 -7.0084 4.4627 0.02 0.06 0.00
H -4.1708 -5.6059 5.5325 -0.06 -0.02 -0.09
C -9.4981 -3.8523 3.0909 -0.18 -0.14 -0.05
C -9.4258 -3.6308 4.5927 0.03 0.12 -0.11
O -10.5888 -3.0162 5.1279 0.01 0.12 0.06
C -11.8033 -3.7403 4.9897 -0.01 0.01 0.13
C -11.7920 -5.0806 5.7044 0.20 -0.15 -0.09
H -9.7741 -2.9278 2.5769 0.09 -0.02 0.06
H -8.5336 -4.1959 2.7086 -0.05 0.04 0.04
H -10.2474 -4.6053 2.8352 0.09 -0.01 -0.04
H -8.5939 -2.9532 4.8056 -0.21 0.04 0.13
H -9.2084 -4.5650 5.1200 -0.02 -0.07 -0.05
H -12.0595 -3.8581 3.9316 0.01 -0.08 -0.02
H -12.5835 -3.1145 5.4312 0.21 0.11 -0.04
H -11.1004 -5.7800 5.2281 -0.09 -0.03 0.01
H -12.7872 -5.5303 5.6870 0.05 0.04 0.00
H -11.4739 -4.9620 6.7431 -0.09 0.05 -0.05
```
Forces are in eV/Å.

Results
**SMILES**: CCCCCCCCCCCCCOC(=O)N/C(I)=C(/C)I.CCOCC.CCOCC.CCOCC.CCOCC.CCOCC
**Strongest force on any atom**: 4.76 eV Å⁻¹
**LUMO level**: -0.0134 Ha
**HOMO-LUMO gap**: 8.3 eV
**M**: 905.86 g/mol
**Energy**: -2634.907106 a.u.

Here are the Mulliken charges for atoms 1 to 5, given in e: -0.999 -0.393 -0.030 -0.661 0.386

# 2
Computed, not measured: 11 unconnected molecules or ions with the total composition C37H81N7O15, with wB97M-V/def2-TZVPD.

XYZ file:
```
140
Properties=species:S:1:pos:R:3:forces:R:3
O 2.9810 -7.2453 22.0339 1.86 1.14 1.44
C 1.9845 -7.6409 21.5401 -2.16 -1.28 -1.78
O 1.8951 -8.8810 21.0072 0.34 0.27 0.72
C 3.0964 -9.6996 21.2195 -1.17 -0.76 0.17
C 3.0387 -10.3516 22.6272 0.29 0.98 -1.18
C 0.7508 -6.8193 21.2136 0.88 -0.38 0.54
H 3.9531 -9.0801 21.0031 0.34 -0.07 0.11
H 2.9486 -10.4678 20.4562 0.39 0.10 0.08
H 2.0390 -10.7574 22.7096 -0.16 -0.25 0.31
H 3.2093 -9.5883 23.3907 -0.01 -0.28 0.01
H 3.7763 -11.1511 22.6922 -0.02 0.08 0.12
H 0.3905 -6.2743 22.0840 -0.11 -0.32 0.14
H 0.0063 -7.4526 20.7352 -0.02 0.40 -0.06
H 1.2094 -6.0786 20.5773 -0.42 0.41 -0.74
O 5.5291 -6.8470 18.6528 -0.42 -0.29 -0.91
C 5.7171 -6.2194 19.6455 -0.71 0.81 1.42
O 4.9734 -5.1771 20.0839 -0.03 -0.05 -0.06
C 3.8595 -4.7231 19.3252 -0.26 0.55 -0.57
C 3.3897 -3.4217 19.9568 0.37 -0.81 -0.36
C 6.8139 -6.4331 20.6276 -0.02 0.91 -0.47
H 3.0406 -5.4607 19.3642 0.47 0.00 -0.27
H 4.1849 -4.5126 18.2924 -0.27 -0.56 0.23
H 4.0475 -2.5977 19.6586 -0.08 -0.10 0.73
H 3.2475 -3.6388 21.0051 0.55 0.62 0.48
H 2.4058 -3.1999 19.6172 -0.86 0.32 -0.62
H 7.2628 -5.4325 20.7619 0.22 -0.70 0.18
H 7.4139 -7.1279 20.1033 1.31 -0.64 0.02
H 6.4889 -6.8329 21.5764 -0.21 -0.04 0.17
O 9.5558 -3.4085 26.8102 0.15 -0.67 -1.81
C 9.3759 -3.2636 27.9726 0.19 1.15 1.54
O 8.8748 -4.1867 28.7964 0.30 0.20 0.22
C 8.5816 -5.4569 28.2276 -0.50 -1.36 0.70
C 7.1841 -5.4515 27.6525 -0.01 -0.49 -0.65
C 9.7378 -1.9685 28.6802 -1.45 0.46 -0.14
H 8.6800 -6.1717 29.0689 0.02 0.40 -0.44
H 9.2906 -5.7308 27.4392 0.05 0.24 0.27
H 7.2949 -4.8741 26.7546 -0.51 0.85 -0.44
H 6.3830 -5.0924 28.2965 0.26 0.14 0.07
H 6.8629 -6.4223 27.2577 0.26 -0.19 0.45
H 10.7699 -2.0089 29.0422 -0.33 0.20 -0.02
H 8.9926 -1.7164 29.4566 0.71 -0.57 0.21
H 9.5391 -1.1564 27.9623 0.81 -0.35 0.01
O 0.4877 -6.6699 24.5240 -0.27 -1.98 0.51
C 0.4029 -7.8902 24.7255 1.19 1.46 0.14
O 1.1436 -8.5314 25.6679 -1.55 0.62 -1.18
C 1.9849 -7.6908 26.4846 0.07 -0.03 0.31
C 3.3124 -7.4507 25.7557 -0.66 -1.27 0.04
C -0.4528 -8.7710 23.8512 -0.25 0.50 0.32
H 1.9954 -8.2504 27.4376 0.67 0.26 -0.49
H 1.4860 -6.7302 26.7093 0.11 -0.43 -0.32
H 3.6883 -8.3535 25.2368 -0.36 0.11 0.48
H 4.0407 -7.1949 26.4988 0.51 0.70 0.12
H 3.1406 -6.7400 24.9581 0.21 0.53 0.15
H 0.1220 -9.0088 22.9440 -0.34 -0.08 0.27
H -1.3233 -8.1521 23.6155 0.20 -0.12 -0.37
H -0.8381 -9.6587 24.3407 0.40 -0.23 0.07
C 9.0993 -6.8224 24.7399 0.77 0.63 0.36
C 9.2419 -7.7080 23.5111 0.55 3.16 1.20
O 8.7977 -8.8063 23.5063 -0.82 -2.59 -0.59
N 9.9183 -7.1181 22.4939 -0.34 -0.40 -0.52
C 10.1750 -7.8796 21.2842 1.88 0.62 0.33
H 9.7102 -7.2452 25.5410 -0.46 -0.48 0.11
H 8.0682 -6.6653 25.0621 0.13 -0.36 -0.07
H 9.5742 -5.8429 24.6537 -0.25 0.20 -0.44
H 10.2218 -6.1574 22.5807 -0.11 -0.42 -0.05
H 9.4066 -8.5714 21.0425 -0.98 -0.19 -0.19
H 11.0746 -8.4869 21.4279 0.00 -0.09 0.01
H 10.4333 -7.1924 20.4811 -0.42 -0.04 -0.17
C 6.6372 -0.9573 26.8578 -0.44 0.22 -0.62
C 5.2920 -0.2437 26.8459 0.09 0.80 0.64
O 5.0830 0.7072 27.6092 0.01 -0.81 -0.71
N 4.3775 -0.6582 25.9377 0.56 -0.40 0.53
C 3.0870 -0.0383 25.8446 0.11 0.25 -0.40
H 6.9351 -1.0848 27.8867 0.03 -0.28 0.28
H 7.3622 -0.2768 26.4080 0.00 0.00 -0.07
H 6.6366 -1.8885 26.2807 0.02 0.08 0.28
H 4.5179 -1.5359 25.4505 0.06 0.07 0.05
H 3.2155 1.0080 25.5432 -0.26 -0.12 0.15
H 2.4888 -0.0850 26.7604 0.21 0.00 0.04
H 2.5901 -0.5845 25.0522 -0.43 0.07 -0.21
C 2.8271 -4.0572 27.7162 -0.23 0.84 -1.08
C 2.8879 -5.2175 28.6149 -0.63 1.03 0.21
O 3.8780 -5.9119 28.5514 0.35 -1.36 0.80
N 1.8050 -5.3510 29.4367 0.53 -0.28 -0.22
C 1.7603 -6.4427 30.3713 0.29 -0.92 -0.08
H 3.5320 -3.2828 28.0157 -0.10 0.09 0.29
H 1.8125 -3.6555 27.6361 0.21 0.14 -0.22
H 3.2232 -4.3940 26.7540 -0.36 0.15 -0.11
H 1.0520 -4.6697 29.3529 0.25 -0.47 0.06
H 1.9660 -6.1505 31.4052 -0.05 -0.02 -0.16
H 2.4940 -7.1889 30.0383 0.29 0.48 0.29
H 0.8533 -7.0306 30.3112 -0.66 0.39 0.13
C -2.1565 -4.3636 26.1053 -0.40 0.22 1.18
C -1.2969 -3.6207 27.0972 0.28 0.06 0.45
O -1.1511 -4.0023 28.2528 0.11 0.34 -0.32
N -0.6247 -2.5525 26.5788 0.37 0.26 0.19
C -0.6699 -2.1200 25.2043 -0.34 -0.75 -0.70
H -2.9637 -4.8733 26.6467 0.35 0.11 -0.09
H -1.4664 -5.1041 25.7269 -0.10 -0.28 -0.86
H -2.5969 -3.6716 25.3956 0.14 -0.36 -0.46
H -0.0229 -1.9887 27.1627 -0.20 -0.47 0.37
H -1.6557 -1.7258 24.9642 0.01 0.43 -0.15
H -0.5091 -2.9587 24.5030 0.09 0.28 0.31
H 0.1127 -1.3896 25.0186 -0.08 0.12 0.08
C -0.1034 0.7139 22.3888 0.71 -0.67 0.10
C 0.1294 -0.5858 21.6469 -0.19 -0.03 0.17
O 1.2327 -1.0357 21.3843 0.73 0.21 0.08
N -0.9535 -1.2716 21.2705 -1.33 -0.45 -0.09
C -0.8656 -2.5379 20.5555 0.42 0.30 -1.04
H 0.3546 0.6232 23.3673 0.52 0.00 0.10
H -1.1299 0.9243 22.6301 -0.54 0.28 -0.53
H 0.4287 1.4755 21.8231 -0.34 0.29 0.20
H -1.8730 -0.8964 21.4597 0.30 -0.08 -0.02
H -1.8629 -2.8358 20.2212 0.08 -0.11 0.51
H -0.3496 -3.3155 21.1373 -0.33 0.24 -0.11
H -0.3078 -2.3980 19.6027 -0.05 -0.05 0.69
C 2.7917 2.3675 20.7617 0.81 -0.13 -0.10
C 4.0351 1.6297 21.2726 -1.65 -0.33 0.20
O 5.0523 2.2521 21.3596 2.00 0.68 0.21
N 3.8877 0.3498 21.6712 0.27 -0.95 0.30
C 4.9366 -0.5131 22.2265 0.58 0.36 -0.68
H 2.2670 2.8324 21.5879 -0.11 -0.06 0.29
H 2.1167 1.7308 20.1956 -0.06 0.09 -0.19
H 3.2433 3.1846 20.1887 -0.54 -0.24 -0.24
H 3.0174 -0.1358 21.5253 -0.35 0.25 -0.12
H 5.5718 -0.9888 21.4459 -0.39 0.40 0.29
H 4.4665 -1.3066 22.7774 -0.32 -0.39 0.24
H 5.6064 -0.0016 22.9204 -0.20 0.28 -0.18
C 5.4716 -5.3789 24.0347 0.34 0.16 0.54
C 4.4026 -4.3277 23.9896 -0.96 0.88 0.18
O 4.4763 -3.2697 24.6278 0.34 -0.46 -0.14
N 3.2861 -4.5803 23.2669 -0.77 -0.47 -0.01
C 2.0659 -3.7555 23.3893 0.54 -0.66 0.67
H 5.2678 -6.1912 23.3354 0.00 -0.14 0.40
H 5.5857 -5.6839 25.1046 -0.33 -0.13 -0.91
H 6.4331 -4.9269 23.7936 -0.01 0.13 -0.20
H 3.1518 -5.4752 22.7817 0.43 0.38 0.42
H 1.2456 -4.3019 22.9480 -0.11 -0.19 -0.48
H 2.1845 -2.8053 22.9009 -0.02 0.49 -0.14
H 1.7342 -3.6231 24.4311 0.60 0.08 -0.13
```
Forces are in eV/Å.

Results
**Energy relative to the best compared isomer or geometry (same formula, charge and spin)**: 0.00 kcal/mol
**SMILES**: CCOC(C)=O.CCOC(C)=O.CCOC(C)=O.CCOC(C)=O.CNC(C)=O.CNC(C)=O.CNC(C)=O.CNC(C)=O.CNC(C)=O.CNC(C)=O.CNC(C)=O
**Strongest force on any atom**: 3.42 eV Å⁻¹
**LUMO level**: 0.0014 Ha
**HOMO-LUMO gap**: 9.0 eV
**M**: 864.09 g/mol
**Energy**: -2970.463753 a.u.

Here are the Mulliken charges for atoms 1 to 5, given in e: -0.647 0.556 -0.435 -0.261 -0.501